(1)
Below is a cluster of 2 separate species, C6H16FNSi in total, with properties calculated with ωB97M-V/def2-TZVPD.

The calculation puts the total energy at -682.22845 Ha. For the molar mass, the calculation gives 149.3 Da. The value obtained for the HOMO-LUMO gap (spin up / spin down) is 6.817 / 8.935 eV. The calculation puts the LUMO energy (spin up / spin down) at 0.0428 / 0.2521 eV.

Cartesian coordinates (Å):
C  3.1457  -0.0741  0.8889
C  -3.4492  0.8478  -0.1066
C  -0.8018  -1.9933  -0.4850
C  3.1032  0.7771  -0.4218
C  -2.0871  1.4450  -0.6683
C  -0.6415  -1.2449  0.8710
N  1.9983  0.6800  -1.3090
F  -0.4512  1.4966  1.6075
Si  -0.7491  0.5250  0.2903
H  2.6159  -1.1133  0.8159
H  4.1819  -0.2857  1.0984
H  2.6946  0.4536  1.7072
H  -4.2943  1.3849  -0.4482
H  -3.5071  -0.1658  -0.4043
H  -3.2732  0.8030  0.9965
H  -0.3016  -1.4354  -1.3028
H  -0.4291  -3.0018  -0.4279
H  -1.8617  -2.0521  -0.6345
H  3.2193  1.8761  -0.1905
H  4.0985  0.6347  -0.9668
H  -1.9589  2.4959  -0.6053
H  -2.0033  1.0983  -1.6708
H  0.2196  -1.2623  1.5018
H  -1.4820  -1.6410  1.4592
H  2.0139  -0.2483  -1.5949

=====

(2)
Below is a structure of composition C17H18F10N7ReSe, with properties calculated with ωB97M-V/def2-TZVPD.

The calculation puts the total energy at -4520.01485 Ha. Its charge is +1. Its spin multiplicity is 4. For the molar mass, the calculation gives 775.5 Da. The value obtained for the HOMO-LUMO gap (spin up / spin down) is 7.682 / 7.467 eV. The calculation puts the LUMO energy (spin up / spin down) at -3.7970 / -4.5016 eV.

Cartesian coordinates (Å):
Re  -0.5911  -0.6157  0.1827
N  -6.0295  -4.2586  -0.6330
C  -5.0885  -3.5830  -0.0026
N  -5.1895  -3.3840  1.3155
N  -4.1184  -3.0891  -0.7460
C  -3.1384  -2.4816  -0.2470
N  -2.1763  -1.8787  0.0049
H  -6.8275  -4.7395  -0.2142
H  -5.8641  -4.4390  -1.6307
H  -5.8676  -3.9584  1.8792
H  -4.2933  -3.0509  1.8168
Se  -0.2205  -1.4270  2.5982
C  -1.9826  -1.8925  2.8747
N  -3.0491  -2.2528  3.1120
F  0.4224  -1.6188  -2.2117
C  -0.6807  -0.7914  -1.9878
F  -1.7747  -1.4544  -2.4532
C  -0.5265  0.4077  -2.9305
F  -0.5713  -0.0416  -4.1904
F  0.6297  1.0188  -2.7437
F  -1.5737  1.1985  -2.7103
F  -3.4089  0.7549  -0.6658
C  -2.7119  1.5875  0.1151
C  -1.4130  1.2418  0.5471
C  -0.7852  2.1736  1.3761
F  0.4602  1.8776  1.8662
C  -1.3763  3.3502  1.8236
F  -0.6487  4.2554  2.4883
C  -2.6516  3.6270  1.4071
F  -3.3312  4.6583  1.9472
C  -3.3126  2.7750  0.5781
F  -4.5777  3.0878  0.1616
C  5.6650  0.0474  0.6124
C  4.7805  0.0830  -0.6847
N  3.4973  0.5925  -0.4830
C  3.2224  2.0216  -0.8485
C  3.6563  2.9163  0.2723
C  2.4851  -0.2194  -0.2093
C  2.7382  -1.6798  -0.0787
N  1.2887  0.2061  0.0286
H  6.6507  -0.4450  0.4079
H  5.2191  -0.4067  1.4633
H  5.9348  1.0569  0.8566
H  4.7933  -0.8495  -1.2464
H  5.3116  0.8160  -1.2580
H  2.1463  2.1997  -1.1099
H  3.7824  2.2122  -1.8079
H  3.1796  2.6954  1.2339
H  3.5232  3.9267  -0.0382
H  4.7294  2.8420  0.4590
H  2.6987  -2.1725  -1.0623
H  1.9449  -2.1441  0.4969
H  3.7097  -2.0031  0.2943
H  1.3109  1.2473  -0.0260

=====

(3)
Below is a structure of composition C20H17BrCl5INO3S3W, with properties calculated with ωB97M-V/def2-TZVPD.

The calculation puts the total energy at -7486.94688 Ha. Its charge is +1. For the molar mass, the calculation gives 983.5 Da. The value obtained for the HOMO-LUMO gap (spin up / spin down) is 6.160 / 6.162 eV. The calculation puts the LUMO energy (spin up / spin down) at -5.2530 / -5.2521 eV.

Cartesian coordinates (Å):
W  0.2928  0.2463  -0.0760
Cl  2.9569  -0.3099  2.0228
C  3.3273  0.5752  0.5721
C  2.3695  0.7400  -0.4344
C  2.8247  1.2474  -1.6582
Cl  1.8359  1.2621  -3.0725
C  4.1275  1.7240  -1.8095
Cl  4.6507  2.3807  -3.3047
C  5.0170  1.6600  -0.7419
Cl  6.5968  2.2911  -0.9009
C  4.6278  1.0451  0.4453
Cl  5.7528  0.8721  1.7263
C  -2.0286  -3.1586  -2.2637
C  -0.9099  -2.3591  -1.6384
S  -0.9871  -0.6686  -1.8511
C  0.1915  -2.8892  -1.0327
C  0.4894  -4.3670  -0.9464
S  1.4240  -1.8451  -0.4849
H  -2.9763  -2.6295  -2.1828
H  -2.1403  -4.1313  -1.7871
H  -1.8345  -3.3290  -3.3251
H  -0.4175  -4.9630  -1.0276
H  0.9907  -4.6273  -0.0145
H  1.1527  -4.6661  -1.7621
O  -0.7244  -0.8725  1.1767
S  -1.3750  -2.0134  1.9768
C  -1.8297  -1.1730  3.5171
C  -0.9377  -1.7388  4.6251
C  0.3842  -2.1045  3.9596
C  0.0039  -2.9041  2.7151
H  -2.8975  -1.3199  3.6704
H  -1.6384  -0.1202  3.2995
H  -1.3979  -2.6281  5.0606
H  -0.8205  -1.0031  5.4196
H  1.0343  -2.6892  4.6090
H  0.9189  -1.2004  3.6657
H  -0.3823  -3.8989  2.9523
H  0.7742  -2.9844  1.9503
Br  -1.0984  6.3427  -4.0854
C  -1.9837  5.1538  -2.9351
C  -3.3378  5.3227  -2.6761
N  -4.0366  4.5139  -1.8772
C  -3.3890  3.5049  -1.3048
C  -2.0355  3.2711  -1.5089
C  -1.3089  4.1105  -2.3444
C  -1.4048  2.1310  -0.8446
O  -1.9530  1.3638  -0.0554
O  -0.1328  1.8823  -1.1366
H  -3.8773  6.1443  -3.1314
H  -3.9614  2.8511  -0.6576
H  -0.2546  3.9452  -2.5222
I  0.3278  2.0130  2.0296

=====

(4)
Below is an isolated molecule of C7H17N, with properties calculated with ωB97M-V/def2-TZVPD.

The calculation puts the total energy at -331.56090 Ha. Its SMILES is CCCN[C@@H](C)CC. For the molar mass, the calculation gives 115.2 Da. The value obtained for the HOMO-LUMO gap is 9.780 eV. The calculation puts the LUMO energy at 1.0799 eV.

Cartesian coordinates (Å):
C  1.6462  -0.3868  -2.1032
C  1.0617  -0.6337  -3.4460
C  0.5257  0.2095  -1.1865
N  0.7113  0.5632  0.2499
C  -2.4050  0.6872  2.1494
C  -1.0264  1.1749  1.7998
C  -0.3852  0.0032  1.0303
C  0.0602  -1.3434  1.7344
H  2.1769  -1.3326  -1.6105
H  2.4307  0.2379  -2.1180
H  1.3018  -1.5478  -3.9070
H  0.0396  -0.1973  -3.6607
H  1.4940  0.1650  -4.1855
H  -0.3796  -0.3245  -1.2193
H  0.2478  1.0840  -1.7399
H  1.5386  0.1075  0.5674
H  -2.9872  1.4345  2.8811
H  -2.3325  -0.3846  2.5075
H  -3.1351  0.7022  1.3598
H  -1.1237  1.9440  1.0092
H  -0.4546  1.4959  2.7539
H  -1.0885  -0.3158  0.2259
H  0.3811  -1.3543  2.7798
H  0.8757  -1.8375  1.0083
H  -0.8279  -2.0843  1.7293

=====

(5)
Below is an isolated molecule of C4H6BrNS, with properties calculated with ωB97M-V/def2-TZVPD.

The calculation puts the total energy at -3182.90200 Ha. Its SMILES is C[C@H]1S[C@H]1/N=C/Br. For the molar mass, the calculation gives 180.1 Da. The value obtained for the HOMO-LUMO gap is 9.399 eV. The calculation puts the LUMO energy at 0.6126 eV.

Cartesian coordinates (Å):
C  1.0391  -0.7611  0.7466
C  -0.1800  -1.0083  -0.0714
C  1.8935  1.5600  1.3265
C  -0.9182  0.1501  -0.7051
N  1.3259  0.4535  1.2878
S  1.2522  -1.6933  -0.9693
Br  1.5332  2.7357  2.7793
H  1.2562  -1.5253  1.4892
H  -0.8394  -1.7878  0.2985
H  2.5974  1.9785  0.6094
H  -0.8043  0.1315  -1.7874
H  -0.5372  1.1025  -0.3384
H  -1.9807  0.0917  -0.4774

=====

(6)
Below is a cluster of 2 separate species, C6H12N2S in total, with properties calculated with ωB97M-V/def2-TZVPD.

The calculation puts the total energy at -743.43616 Ha. Its SMILES is C/C=C(\C#N)[C@@H](C)N.S. For the molar mass, the calculation gives 144.2 Da. The value obtained for the HOMO-LUMO gap is 9.431 eV. The calculation puts the LUMO energy at 0.5156 eV.

Cartesian coordinates (Å):
C  0.8332  -0.3659  -0.2095
C  0.5835  -0.3099  2.5775
C  -1.2968  -0.5321  -1.9343
C  -0.5796  -0.0085  1.6817
C  -1.5153  0.2509  -0.6144
C  -0.4111  -0.0495  0.3611
N  1.8134  -0.5979  -0.7939
N  -2.9022  0.0467  -0.2389
S  4.0203  1.2892  -1.0366
H  1.4483  -0.2012  2.0285
H  0.5902  -1.3635  3.0484
H  0.7098  0.2877  3.4637
H  -0.9394  -1.5627  -1.6637
H  -2.0721  -0.3685  -2.6627
H  -0.3488  -0.1881  -2.2365
H  3.9578  1.7462  -2.4162
H  -1.5719  0.0477  2.1752
H  -1.3527  1.3593  -0.8421
H  -3.1445  0.7708  0.3756
H  -2.9966  -0.8176  0.2757
H  5.1747  0.5668  -1.3385

=====

(7)
Below is an isolated molecule of C2H4OP2, with properties calculated with ωB97M-V/def2-TZVPD.

The calculation puts the total energy at -836.34719 Ha. Its SMILES is C#CP=[PH2]O. For the molar mass, the calculation gives 106.0 Da. The value obtained for the HOMO-LUMO gap (spin up / spin down) is 6.752 / 6.746 eV. The calculation puts the LUMO energy (spin up / spin down) at -2.1558 / -2.1584 eV.

Cartesian coordinates (Å):
C  -0.9744  1.4312  1.3180
C  -0.9662  0.3546  0.8124
O  1.5844  -0.7963  0.3330
P  0.3705  -1.1279  -1.3541
P  -0.9567  -1.2517  0.3069
H  -0.8575  2.4353  1.7008
H  1.8413  0.0015  0.7443
H  0.6475  0.2232  -1.4078
H  -0.6890  -1.2700  -2.4536

=====

(8)
Below is a cluster of 2 separate species, C4H9NO2 in total, with properties calculated with ωB97M-V/def2-TZVPD.

The calculation puts the total energy at -362.94087 Ha. Its SMILES is C/N=C/CO.C=O. For the molar mass, the calculation gives 103.1 Da. The value obtained for the HOMO-LUMO gap is 10.603 eV. The calculation puts the LUMO energy at 0.7937 eV.

Cartesian coordinates (Å):
C  2.1016  -0.2009  -1.1608
N  0.7245  -0.1514  -0.7355
C  0.3538  -0.1217  0.4712
O  -0.3608  2.0066  0.9125
C  -1.4301  1.6064  0.5119
C  -1.0228  -0.8341  0.7395
O  -1.4751  -1.3504  -0.4703
H  2.2686  -1.2536  -1.4246
H  2.2733  0.3817  -2.0705
H  2.8361  0.0829  -0.3969
H  0.9876  0.0932  1.3392
H  -2.3358  1.7047  1.1285
H  -1.5667  1.1049  -0.4673
H  -0.7217  -1.5865  1.4792
H  -1.9028  -0.3588  1.2194
H  -0.7299  -1.1230  -1.0756

=====

(9)
Below is a cluster of 2 separate species, CH6N2 in total, with properties calculated with ωB97M-V/def2-TZVPD.

The calculation puts the total energy at -151.13586 Ha. Its SMILES is C=N.N. For the molar mass, the calculation gives 46.1 Da. The value obtained for the HOMO-LUMO gap is 10.544 eV. The calculation puts the LUMO energy at 0.8780 eV.

Cartesian coordinates (Å):
N  -0.8964  -2.7563  -0.2688
H  -0.5608  -1.9384  -0.7563
H  -1.7062  -3.2649  -0.6013
H  -1.1349  -2.5638  0.7225
C  1.1483  1.4295  0.3354
N  0.0106  1.9923  0.1059
H  1.7537  2.0334  1.0275
H  1.2973  0.6337  -0.3536
H  -0.3389  1.8714  -0.9110

=====

(10)
Below is a structure of composition C6H14O, with properties calculated with ωB97M-V/def2-TZVPD.

The calculation puts the total energy at -312.11529 Ha. For the molar mass, the calculation gives 102.2 Da. The value obtained for the HOMO-LUMO gap is 9.075 eV. The calculation puts the LUMO energy at 1.0340 eV.

Cartesian coordinates (Å):
C  -3.0661  0.5597  -0.0248
C  -1.8536  -0.2457  0.4342
C  -0.7598  -0.3567  -0.6287
C  0.4267  -1.1713  -0.1523
C  1.7095  -1.0045  -0.7329
O  2.4151  -0.1703  0.7398
C  2.6355  1.2164  0.6144
H  -3.8470  0.5786  0.7427
H  -3.5037  0.1322  -0.9349
H  -2.7924  1.5984  -0.2462
H  -1.4271  0.2027  1.3417
H  -2.1704  -1.2593  0.7166
H  -1.1968  -0.8032  -1.5350
H  -0.4315  0.6548  -0.9159
H  0.1981  -2.1769  0.2060
H  1.2402  -0.4942  0.8441
H  2.4265  -1.8204  -0.7509
H  1.8879  -0.2196  -1.4685
H  3.5098  1.4040  -0.0165
H  2.8302  1.6470  1.6003
H  1.7690  1.7282  0.1669

=====

(11)
Below is a structure of composition C41H60AsN3OP2Y, with properties calculated with ωB97M-V/def2-TZVPD.

The calculation puts the total energy at -4794.50392 Ha. Its charge is +1. For the molar mass, the calculation gives 836.7 Da. The value obtained for the HOMO-LUMO gap is 7.121 eV. The calculation puts the LUMO energy at -1.8068 eV.

Cartesian coordinates (Å):
Y  0.5616  -0.1706  -0.2165
C  2.3360  -2.5797  -4.5767
C  2.2288  -1.8295  -3.2545
C  2.9555  -0.4810  -3.3236
P  0.5156  -1.4807  -2.6190
C  -0.4886  -2.9965  -2.9731
C  0.0601  -4.1703  -2.1615
C  -1.9472  -2.7137  -2.6029
C  -0.1969  -0.2152  -3.6964
C  -0.5142  -0.5073  -5.0249
C  -1.1821  0.3955  -5.8257
C  -1.5837  1.6033  -5.2629
C  -1.2826  1.9127  -3.9544
C  -0.5383  1.0401  -3.1271
N  -0.2358  1.3353  -1.8120
C  -0.2840  2.6628  -1.3661
C  0.2467  3.7326  -2.1043
C  0.2147  5.0265  -1.6241
C  -0.3407  5.3092  -0.3817
C  -0.8444  4.2687  0.3752
C  -0.8210  2.9568  -0.0951
P  -1.3761  1.5439  0.9057
C  -3.2181  1.4404  0.6008
C  -3.4208  0.5433  -0.6285
C  -3.9190  2.7792  0.3976
C  -1.0979  2.0812  2.6794
C  -2.2884  2.7022  3.4024
C  -0.5738  0.8607  3.4495
H  3.3839  -2.8160  -4.7739
H  1.7839  -3.5205  -4.5667
H  1.9734  -1.9707  -5.4059
H  2.6816  -2.4392  -2.4637
H  2.5529  0.1190  -4.1404
H  2.8325  0.0963  -2.4002
H  4.0234  -0.6227  -3.4996
H  -0.4178  -3.2170  -4.0398
H  0.0584  -3.9269  -1.0957
H  -0.5606  -5.0557  -2.3128
H  1.0836  -4.4221  -2.4449
H  -2.0252  -2.5050  -1.5327
H  -2.3432  -1.8578  -3.1496
H  -2.5719  -3.5811  -2.8253
H  -0.2433  -1.4751  -5.4306
H  -1.4117  0.1566  -6.8552
H  -2.1520  2.3072  -5.8585
H  -1.6401  2.8437  -3.5363
H  0.6971  3.5260  -3.0673
H  0.6396  5.8280  -2.2159
H  -0.3745  6.3233  -0.0065
H  -1.2666  4.4761  1.3513
H  -3.6365  0.9368  1.4786
H  -3.0176  1.0263  -1.5217
H  -2.9118  -0.4148  -0.5050
H  -4.4834  0.3534  -0.7933
H  -3.4843  3.3087  -0.4502
H  -4.9762  2.6028  0.1886
H  -3.8533  3.4234  1.2727
H  -0.2907  2.8166  2.6219
H  -3.1446  2.0258  3.4219
H  -2.0149  2.9185  4.4373
H  -2.6010  3.6398  2.9454
H  -1.3426  0.0861  3.5236
H  0.2959  0.4320  2.9459
H  -0.2787  1.1433  4.4627
C  4.3200  -3.5133  1.1227
As  3.4597  -1.7875  0.9757
C  3.4309  -1.0418  2.7552
C  4.6698  -0.7602  -0.1251
O  1.9333  -2.0648  0.3696
H  5.3347  -3.4280  1.5076
H  4.3457  -3.9619  0.1306
H  3.7320  -4.1480  1.7832
H  4.4394  -1.0470  3.1668
H  2.7752  -1.6547  3.3720
H  3.0537  -0.0239  2.7006
H  5.6256  -0.7176  0.3977
H  4.2883  0.2457  -0.2749
H  4.7994  -1.2693  -1.0786
C  2.0763  1.2043  0.6745
C  2.3955  2.3248  1.0427
C  2.6877  3.6655  1.4475
C  3.0511  4.6221  0.4968
C  3.2831  5.9316  0.8803
C  3.1535  6.3067  2.2107
C  2.7969  5.3604  3.1616
C  2.5648  4.0482  2.7853
H  3.1392  4.3325  -0.5421
H  3.5653  6.6634  0.1344
H  3.3296  7.3326  2.5058
H  2.6999  5.6447  4.2015
H  2.2874  3.3098  3.5280
N  -0.9811  -1.7800  0.8438
C  -1.4634  -2.7248  1.3108
N  -2.0085  -3.7907  1.8159
C  -3.4440  -4.0677  1.6283
C  -4.0549  -4.5376  2.9540
C  -3.3501  -3.8476  4.1216
C  -1.8839  -4.3065  4.2168
C  -1.3193  -4.6061  2.8198
H  -3.5634  -4.8265  0.8509
H  -3.9232  -3.1515  1.2835
H  -3.9607  -5.6206  3.0563
H  -5.1195  -4.3073  2.9511
H  -3.8641  -4.0598  5.0579
H  -3.3939  -2.7656  3.9705
H  -1.8100  -5.2071  4.8276
H  -1.2910  -3.5332  4.7070
H  -1.4848  -5.6501  2.5505
H  -0.2512  -4.4068  2.7658

=====

(12)
Below is a cluster of 2 separate species, C4H7F2OP in total, with properties calculated with ωB97M-V/def2-TZVPD.

The calculation puts the total energy at -772.84404 Ha. For the molar mass, the calculation gives 140.1 Da. The value obtained for the HOMO-LUMO gap is 9.374 eV. The calculation puts the LUMO energy at 0.0933 eV.

Cartesian coordinates (Å):
C  -1.4228  -0.1673  -0.4398
C  1.9698  0.5450  -0.7477
C  1.2968  -0.1457  0.3832
C  -0.6460  0.7446  0.4126
O  -1.5881  0.0129  -1.6221
F  -0.4692  2.0013  0.0099
F  -0.9569  0.7508  1.7257
P  -1.8759  -1.7829  0.3501
H  1.9650  1.6234  -0.6076
H  3.0103  0.2180  -0.8051
H  1.4894  0.3097  -1.6946
H  1.0514  -1.1893  0.2514
H  1.6053  0.1273  1.3806
H  -2.2614  -1.2644  1.5803
H  -3.1677  -1.7834  -0.1769

=====

What is the total energy in the second record? -4520.01485 Ha

=====

Among the records above, which one has the highest molar mass? C20H17BrCl5INO3S3W